{
  "formula": "C4H3IO3S",
  "method": "ωB97M-V/def2-TZVPD",
  "elements": ["I", "S", "O", "O", "O", "C", "C", "C", "C", "H", "H", "H"],
  "xyz": [[1.1586, 0.1130, 3.2370], [-0.4359, 1.1177, 1.6826], [-1.7372, 0.7443, 2.3604], [0.5846, 0.8059, -0.6567], [-0.0269, 2.4802, 1.4557], [0.8641, 0.0057, -1.7033], [-0.1678, 0.1616, 0.2136], [-0.5664, -1.0573, -0.3180], [0.1311, -1.1668, -1.5575], [-1.2443, -1.8141, 0.2024], [1.2772, 0.4374, -2.5411], [0.1629, -1.8275, -2.3750]],
  "forces_ev_per_a": [[0.14, 0.09, -0.20], [-2.94, -0.98, 2.66], [3.40, 1.13, -2.59], [1.83, 1.16, -0.50], [-0.51, -1.03, -0.16], [-3.04, -1.73, 2.06], [-1.28, -0.76, -0.42], [-0.57, -0.94, 1.47], [1.01, 2.21, 0.31], [1.17, 1.31, -0.96], [1.26, 0.85, -1.37], [-0.47, -1.31, -0.28]],
  "lowdin_charge": [0.60, 0.37, -0.42, 0.00, -0.35, -0.05, -0.45, -0.01, -0.03, 0.15, 0.11, 0.09],
  "de_lowest_kcal_mol": 0.0,
  "smiles": "O=S(=O)(I)c1ccco1",
  "e_tot_ha": -1075.744880,
  "max_force_ev_per_a": 4.4,
  "homo_energy_ev": -9.70
}